The following is a DFT calculation (ωB97M-V/def2-TZVPD) of a structure of composition C32H41AsN2O7P2SSiTi.

The value obtained for the energy relative to the best compared isomer or geometry (same formula, charge and spin) is 0.000 eV. As for the HOMO energy: -1.60 eV. The calculation puts the molar mass at 810.58 g/mol. The largest force on an atom comes out at 0.60 eV/A. The calculation puts the LUMO energy at 4.175 eV. The net charge is -2. As for the total energy: -6336.3345 Ha.

Cartesian coordinates (Å):
Ti: 1.537760 0.623465 0.450898
O: 1.020303 1.168670 4.720558
P: 1.856123 0.560418 3.476609
O: 2.562507 -0.664178 3.887272
O: 0.855890 0.517475 2.317805
O: 2.850372 1.804312 3.183664
P: 4.016845 1.889665 2.028976
O: 3.934661 3.432505 1.633305
O: 5.338059 1.555725 2.576503
O: 3.469599 1.093033 0.835540
H: 1.433874 0.829278 5.520184
H: 3.141726 3.509005 1.043358
S: -1.062926 1.008037 -0.334906
C: -2.402988 0.610661 0.728327
C: -3.173366 1.633840 1.297430
C: -4.275902 1.357752 2.089752
C: -4.644547 0.042831 2.344116
C: -3.889560 -0.987407 1.798188
C: -2.785032 -0.719901 0.996070
As: -1.575603 -2.093028 0.335047
C: -2.732223 -3.646133 0.784087
C: -3.838742 -4.052216 0.043688
C: -4.597154 -5.147153 0.436053
C: -4.262688 -5.856576 1.583162
C: -3.162471 -5.463977 2.332221
C: -2.403918 -4.370897 1.928544
C: -2.004747 -2.118379 -1.580847
C: -1.291753 -3.015038 -2.369072
C: -1.523592 -3.103215 -3.736474
C: -2.470728 -2.281523 -4.331334
C: -3.181506 -1.376113 -3.550882
C: -2.948717 -1.295358 -2.184740
H: -2.876292 2.658799 1.109991
H: -4.846456 2.174579 2.518404
H: -5.504907 -0.178989 2.964585
H: -4.172160 -2.014937 1.997263
H: -4.112256 -3.504355 -0.850701
H: -5.455174 -5.448081 -0.154383
H: -4.854804 -6.711098 1.889137
H: -2.891266 -6.010248 3.228036
H: -1.539759 -4.070384 2.511776
H: -0.530673 -3.638178 -1.911521
H: -0.950334 -3.799097 -4.337780
H: -2.642725 -2.333165 -5.400063
H: -3.906644 -0.715540 -4.011729
H: -3.483679 -0.568583 -1.584243
C: 0.958702 -0.089176 -3.140159
C: 1.438165 1.291351 -2.813260
C: 1.650263 2.234571 -3.799779
C: 1.914947 3.553743 -3.419274
C: 1.913171 3.907534 -2.098005
C: 1.673400 2.912449 -1.111721
N: 1.527664 1.616953 -1.514105
N: 1.557189 3.103536 0.206544
Si: 0.607797 4.333510 0.928276
C: 1.603533 5.884770 1.323047
C: -0.793790 4.888165 -0.197903
C: -0.102420 3.715202 2.532500
H: 1.317874 -0.421860 -4.115072
H: -0.135743 -0.083808 -3.148990
H: 1.253321 -0.778019 -2.351130
H: 1.576827 1.953136 -4.841937
H: 2.095311 4.308700 -4.178306
H: 2.093432 4.926474 -1.780270
H: 1.954096 6.375391 0.409236
H: 2.479158 5.635265 1.927600
H: 0.994114 6.604326 1.879550
H: -0.419511 5.340878 -1.120049
H: -1.428471 5.622162 0.309382
H: -1.400120 4.019824 -0.469893
H: 0.682592 3.571257 3.278781
H: -0.584293 2.746814 2.379511
H: -0.838520 4.418721 2.935458
C: 2.647626 -3.189728 -1.175028
C: 3.176824 -1.976490 -0.393416
C: 4.160567 -1.197462 -1.272847
C: 3.929681 -2.471279 0.849619
C: 2.026212 -1.109127 0.071294
H: 3.467081 -3.863356 -1.455358
H: 2.137204 -2.871481 -2.087896
H: 1.933373 -3.749524 -0.563808
H: 4.548042 -0.339317 -0.722945
H: 4.999318 -1.839940 -1.565103
H: 3.678683 -0.833268 -2.181526
H: 4.791373 -3.087199 0.560787
H: 3.270058 -3.065196 1.486732
H: 4.278615 -1.622807 1.439427
H: 1.344242 -1.661968 0.748147

Atoms 1-6, force components in eV/Å:
Ti -0.5 0.0 -0.3
O -0.1 0.0 -0.1
P 0.0 0.1 0.1
O 0.0 -0.1 0.0
O 0.4 0.1 0.1
O 0.0 -0.2 -0.1

---

The following is a DFT calculation (ωB97M-V/def2-TZVPD) of a structure of composition C32H41Cl5IrN5S4SbSi3.

The value obtained for the energy relative to the best compared isomer or geometry (same formula, charge and spin) is 1.326 eV. As for the HOMO energy (alpha / beta): -9.52 / -9.52 eV. The calculation puts the molar mass at 1199.48 g/mol. The largest force on an atom comes out at 3.39 eV/A. The calculation puts the LUMO energy (alpha / beta) at -4.015 / -4.018 eV. The net charge is +1. As for the total energy: -6624.4641 Ha.

Cartesian coordinates (Å):
Ir: -0.242153 -0.387224 0.062014
C: 0.293135 -0.047064 4.941280
N: 1.281366 -0.457923 3.947154
C: 2.362784 -1.291358 4.173317
C: 3.001913 -1.442501 3.003318
N: 2.300840 -0.691214 2.061304
C: 1.245973 -0.094576 2.660256
S: 0.107620 0.956996 1.969032
C: 2.725343 -0.521668 0.723391
C: 4.061044 -0.265367 0.487923
C: 4.494852 -0.154191 -0.823170
C: 3.576659 -0.301743 -1.845562
C: 2.259430 -0.541174 -1.522559
N: 1.824641 -0.659014 -0.262194
H: 0.632470 -0.384633 5.915999
H: -0.670747 -0.493608 4.703665
H: 0.196358 1.035212 4.942173
H: 2.570043 -1.705787 5.143311
H: 3.860314 -2.031406 2.736398
H: 4.738018 -0.139530 1.320020
H: 5.533501 0.060548 -1.035103
H: 3.863907 -0.215883 -2.883285
H: 1.502162 -0.645390 -2.279590
Cl: 1.975165 2.434410 -0.681021
C: 0.421235 2.325505 -1.456563
C: -0.431723 1.234306 -1.224999
C: -1.652683 1.315428 -1.866174
Cl: -2.807696 0.074927 -1.495748
C: -2.040943 2.348378 -2.711086
Cl: -3.589365 2.343992 -3.451486
C: -1.155843 3.393887 -2.945378
Cl: -1.596604 4.687978 -3.978063
C: 0.083272 3.383832 -2.305374
Cl: 1.167560 4.690576 -2.566344
C: -1.493141 -0.427616 -4.867891
Si: -0.252756 -1.745767 -4.439857
C: -0.501758 -3.254290 -5.520484
C: 1.496744 -1.114704 -4.714879
Sb: -0.654777 -2.484039 -1.949499
Si: 1.062347 -4.421874 -1.580512
C: 2.799661 -3.726786 -1.683531
C: 0.780461 -5.652423 -2.961015
C: 0.855523 -5.257843 0.076800
Si: -2.918202 -3.779374 -1.905269
C: -3.278398 -4.395934 -3.628752
C: -4.308839 -2.668472 -1.348811
C: -2.654198 -5.189500 -0.717390
H: -1.419391 -0.198394 -5.935162
H: -1.302184 0.489830 -4.317627
H: -2.517734 -0.740939 -4.661426
H: -0.053383 -3.059419 -6.499167
H: -1.558283 -3.469446 -5.676744
H: -0.033688 -4.149446 -5.116724
H: 1.708152 -1.193013 -5.784589
H: 2.253756 -1.700369 -4.191073
H: 1.605518 -0.062972 -4.438015
H: 2.983523 -3.178185 -2.608478
H: 3.515711 -4.551865 -1.634610
H: 3.004779 -3.060070 -0.843459
H: 1.196342 -5.302953 -3.906055
H: -0.279833 -5.863298 -3.112636
H: 1.272811 -6.596400 -2.711941
H: 0.579141 -4.569410 0.872957
H: 1.809129 -5.724030 0.342675
H: 0.096173 -6.038898 0.038338
H: -3.455488 -3.569208 -4.319063
H: -4.196521 -4.989391 -3.586255
H: -2.488973 -5.027137 -4.037651
H: -4.601882 -1.968134 -2.132422
H: -4.067225 -2.097875 -0.451824
H: -5.174193 -3.296634 -1.117062
H: -2.010881 -5.961334 -1.145377
H: -3.620228 -5.645421 -0.482106
H: -2.219098 -4.844031 0.220412
S: -5.937525 -0.453520 3.111777
C: -4.652831 -1.315080 2.566965
S: -3.135972 -0.564248 2.090699
C: -2.446085 -2.132677 1.781924
N: -3.247940 -3.106537 1.999477
N: -4.490355 -2.654604 2.407708
C: -5.466866 -3.670458 2.660310
C: -5.036124 -4.875450 3.200452
C: -5.958451 -5.882084 3.436998
C: -7.299943 -5.687035 3.139819
C: -7.713024 -4.485754 2.583687
C: -6.799119 -3.472050 2.332748
S: -0.832192 -2.429377 1.188236
H: -3.989966 -5.016924 3.430109
H: -5.624657 -6.822425 3.855396
H: -8.020014 -6.469300 3.339597
H: -8.754774 -4.330445 2.336581
H: -7.119542 -2.545026 1.883310

Atoms 1-6, force components in eV/Å:
Ir -0.1 -1.8 -2.9
C 0.0 0.0 0.0
N 0.1 0.0 0.1
C -0.1 0.1 0.0
C 0.1 -0.1 -0.1
N 0.2 -0.2 -0.1